Here is a molecular structure, C61H54N3OP2PbS3 from OMol25. Energies are from wB97M-V/def2-TZVPD.

## Properties
Energy relative to the best compared isomer or geometry (same formula, charge and spin): 1.732 eV
LUMO (alpha / beta): 0.0839 / 0.0838 Ha
Kohn-Sham gap (alpha / beta): 4.4 / 4.2 eV
DFT total energy: -4666.4614 a.u.
Total charge: -1

Each line ends with the Löwdin charge.
Atoms and positions in Å:
1 Pb -0.32541 -0.59680 1.22502  1.010
2 C 1.35769 -5.95255 0.36854  -0.470
3 S 0.50297 -5.49965 1.88724  0.809
4 C -0.30688 -3.97376 1.45411  -1.109
5 S 0.23145 -3.06585 0.07285  0.476
6 N -1.21861 -3.66355 2.30381  -0.047
7 N -1.85298 -2.42233 2.05804  -0.225
8 C -2.82502 -2.10668 3.15055  -0.182
9 C -2.72728 -0.68890 3.64740  -0.293
10 C -3.48268 -0.28332 4.70570  -0.078
11 C -3.52912 1.09274 5.07879  -0.131
12 C -2.75278 1.96797 4.28627  -0.136
13 C -2.00161 1.49402 3.25278  -0.226
14 N -1.95082 0.15215 2.88718  -0.134
15 H 1.71965 -6.96822 0.53212  0.022
16 H 2.19536 -5.29131 0.16477  0.016
17 H 0.67446 -5.94703 -0.47715  0.022
18 H -2.72828 -2.82716 3.96171  0.147
19 H -4.06209 -1.02531 5.24661  0.100
20 H -4.13207 1.44296 5.90271  0.064
21 H -2.73748 3.03280 4.49014  0.089
22 H -1.39944 2.16908 2.65068  0.089
23 O 0.01430 1.88218 -1.66830  -0.541
24 S -0.14946 0.38957 -1.72345  0.773
25 C -1.24187 -0.03379 -2.99665  -0.373
26 C -0.82511 0.48888 -4.26792  -0.115
27 C -1.50097 0.22950 -5.43148  -0.057
28 C -2.65079 -0.55709 -5.36497  -0.183
29 C -3.56537 -1.04958 -6.45985  -0.129
30 C -4.74487 -1.72380 -5.70391  -0.123
31 C -4.32180 -1.71585 -4.25298  -0.181
32 C -4.96661 -2.22027 -3.13167  -0.052
33 C -4.38471 -1.99866 -1.90277  -0.132
34 C -3.15349 -1.30781 -1.73296  -0.306
35 P -2.74941 -0.91863 -0.02382  1.026
36 C -3.01565 -2.46910 1.02932  -0.409
37 C -4.02397 -2.37754 2.20754  -0.183
38 C -4.75246 -3.64565 2.51322  -0.048
39 C -4.64205 -4.74056 1.76800  -0.080
40 C -3.80770 -4.75578 0.56146  -0.068
41 C -3.06260 -3.71693 0.19739  -0.117
42 C -3.97254 0.36795 0.37892  -0.329
43 C -3.48643 1.67214 0.40832  -0.101
44 C -4.34954 2.74380 0.58344  -0.074
45 C -5.70834 2.52064 0.74133  -0.091
46 C -6.20470 1.22458 0.69917  -0.082
47 C -5.34400 0.15499 0.50779  -0.093
48 C -2.46335 -0.77754 -2.85899  -0.126
49 C -3.11861 -1.01497 -4.11919  -0.094
50 C 1.37605 -0.25051 -2.49298  -0.291
51 C 1.27520 -1.42494 -3.19504  -0.074
52 C 2.25232 -1.84984 -4.12639  0.001
53 C 3.28377 -0.99577 -4.40264  -0.155
54 C 4.38343 -1.03976 -5.44041  -0.103
55 C 5.17908 0.28418 -5.23375  -0.104
56 C 4.48741 0.97742 -4.08041  -0.161
57 C 4.72684 2.16511 -3.45006  -0.021
58 C 3.97955 2.45099 -2.27617  -0.091
59 C 2.96643 1.65054 -1.80368  -0.309
60 P 2.47324 1.70739 -0.03269  1.118
61 C 2.45581 3.52573 0.21725  -0.356
62 C 1.42700 4.23127 -0.41445  -0.083
63 C 1.31114 5.60154 -0.24378  -0.083
64 C 2.20995 6.29044 0.56286  -0.105
65 C 3.23332 5.59806 1.18937  -0.096
66 C 3.35731 4.22381 1.01502  -0.099
67 C 4.08374 1.21347 0.72661  -0.289
68 C 5.20178 0.88609 -0.03809  -0.072
69 C 6.40209 0.51112 0.54790  -0.086
70 C 6.49493 0.46319 1.92735  -0.085
71 C 5.37330 0.73318 2.69944  -0.049
72 C 4.14916 1.07452 2.13083  -0.201
73 C 2.55295 0.53925 -2.59792  -0.140
74 C 3.40986 0.18187 -3.64525  -0.094
75 H 0.06010 1.11359 -4.29661  0.105
76 H -1.13997 0.63462 -6.37060  0.101
77 H -3.05278 -1.77047 -7.10656  0.105
78 H -3.90929 -0.24063 -7.11018  0.103
79 H -4.94548 -2.73299 -6.07128  0.104
80 H -5.67046 -1.15430 -5.83649  0.107
81 H -5.90366 -2.76080 -3.20322  0.102
82 H -4.88801 -2.38341 -1.02410  0.087
83 H -4.71465 -1.53802 2.18508  0.117
84 H -5.37809 -3.64167 3.40026  0.109
85 H -5.17712 -5.64212 2.03986  0.094
86 H -3.81605 -5.64541 -0.05715  0.104
87 H -2.46575 -3.74553 -0.70239  0.087
88 H -2.42505 1.85894 0.28136  0.091
89 H -3.95275 3.75053 0.60785  0.104
90 H -6.38186 3.35432 0.89601  0.097
91 H -7.26703 1.04411 0.80668  0.099
92 H -5.75438 -0.84425 0.43910  0.098
93 H 0.35575 -1.99491 -3.10760  0.113
94 H 2.11005 -2.77751 -4.66572  0.113
95 H 3.96671 -1.10701 -6.44677  0.113
96 H 5.02025 -1.91521 -5.30181  0.112
97 H 5.17357 0.90528 -6.13088  0.112
98 H 6.22528 0.08772 -4.99163  0.111
99 H 5.51685 2.83555 -3.76501  0.109
100 H 4.28173 3.30032 -1.67288  0.112
101 H 0.71879 3.69227 -1.02980  0.073
102 H 0.50853 6.13342 -0.73974  0.100
103 H 2.11262 7.36045 0.69918  0.094
104 H 3.94624 6.12471 1.81237  0.096
105 H 4.18181 3.70241 1.48770  0.101
106 H 5.14449 0.91337 -1.11823  0.084
107 H 7.25188 0.26419 -0.07604  0.098
108 H 7.42708 0.19726 2.41060  0.098
109 H 5.46160 0.64927 3.77061  0.079
110 H 2.54041 2.30336 2.82292  0.110
111 C 3.16488 -0.49312 4.77282  -0.042
112 C 2.82606 0.96760 4.45717  -0.591
113 C 3.67988 1.93937 5.28041  -0.052
114 C 1.36206 1.18573 4.86895  -0.062
115 C 2.88352 1.27226 2.94817  -0.146
116 H 3.02904 -0.68177 5.84089  0.085
117 H 4.18245 -0.77521 4.51001  0.066
118 H 2.48832 -1.15946 4.23212  0.090
119 H 3.43886 1.83221 6.34100  0.081
120 H 3.45908 2.97095 4.99301  0.088
121 H 4.75395 1.78978 5.17420  0.063
122 H 1.23426 1.02460 5.94198  0.087
123 H 0.69695 0.49253 4.34737  0.066
124 H 1.03085 2.20121 4.63679  0.089
125 H 2.10590 0.66356 2.47042  0.038

Forces on atoms 1 to 3 (eV/Å):
Pb -0.196 0.314 0.488
C 0.030 0.025 0.003
S -0.112 -0.015 0.003